Record 1
127
Properties=species:S:1:pos:R:3:forces:R:3 method="wB97M-V/def2-TZVPD" homo_ev=-9.70 energy_ev=-107069.1710 orbital_gap_ev=10.20 multiplicity=1
C 0.980162 -4.687455 -1.510304 0.2 -0.7 0.9
Cl 1.542058 -5.029830 0.199061 -0.1 0.4 -1.0
Cl -0.726492 -5.129833 -1.619368 0.2 0.2 -0.3
H 1.153293 -3.660540 -1.763270 -0.3 0.6 0.2
H 1.576248 -5.283803 -2.187091 -0.1 -0.4 0.1
C -2.602617 -5.516583 1.863276 0.1 0.6 -0.7
Cl -4.301831 -5.106775 1.380641 0.7 -0.1 0.1
Cl -2.542387 -5.991172 3.543376 0.1 -0.1 0.4
H -2.285065 -6.376501 1.251030 -0.1 0.7 0.2
H -1.961777 -4.601471 1.731502 -0.7 -1.1 -0.1
C 3.054211 -3.150033 4.863165 -1.2 -0.6 1.5
C 2.106673 -2.445067 3.934074 0.6 0.3 1.0
O 1.022513 -1.850634 4.603077 -0.8 -0.5 -0.1
H 3.350174 -2.414097 5.615575 0.6 -0.1 -0.1
H 3.873824 -3.565563 4.312126 0.7 -0.1 -0.1
H 2.563622 -3.948384 5.462806 0.2 0.3 -0.6
H 1.666293 -3.101620 3.235571 -0.3 -0.7 -1.1
H 2.732711 -1.688749 3.495069 -0.1 0.5 -1.0
H 1.347438 -1.131485 5.129555 0.2 0.7 0.4
C -1.272962 4.972223 -0.781674 -0.1 0.1 0.8
C -1.569535 3.556147 -1.262165 1.0 -0.4 1.5
O -0.373947 2.972992 -1.739190 0.9 2.0 0.0
H -0.871282 5.627630 -1.566314 -0.1 -0.3 0.1
H -0.642582 5.081611 0.151269 -0.4 -0.5 -1.2
H -2.246156 5.345906 -0.481757 -0.2 0.5 0.0
H -2.378651 3.540448 -1.978631 0.0 0.1 -0.3
H -1.865795 2.909078 -0.413761 -0.4 0.5 -0.1
H -0.539207 2.100049 -2.004971 -0.6 -2.0 -0.7
C 6.599516 -1.188815 0.359918 1.2 0.2 -0.8
C 6.111419 0.183724 -0.007370 1.3 1.1 0.5
O 5.738788 1.052287 1.082605 -0.4 -0.4 -0.6
H 7.550816 -1.220240 0.881585 0.0 0.1 0.4
H 6.764082 -1.756421 -0.573362 -0.1 0.3 0.2
H 5.843654 -1.694605 0.886645 -0.9 -0.8 1.0
H 5.298330 -0.007710 -0.625777 -2.0 0.0 -1.1
H 6.830142 0.710030 -0.653840 0.1 -0.1 0.3
H 4.953068 1.561715 0.748647 0.7 -0.5 0.2
C -6.066965 1.208771 1.166156 -2.5 -0.7 0.1
C -5.235737 2.251418 0.468693 0.9 -2.1 -0.7
O -4.587152 1.706352 -0.724348 -0.2 0.2 0.3
H -5.637166 0.524140 1.900057 0.6 0.4 -0.2
H -6.557910 0.569205 0.426938 0.3 -0.1 -0.3
H -6.980979 1.622296 1.655349 0.8 0.2 0.0
H -4.448469 2.490808 1.147971 0.5 1.2 0.5
H -5.861129 3.055743 0.118301 0.2 0.4 0.1
H -3.960424 0.991323 -0.497517 -0.4 0.3 0.1
C 4.801866 0.794401 4.990637 0.7 -0.9 -0.5
C 3.762570 1.362568 3.983662 0.1 -2.3 2.4
O 4.153608 2.442580 3.295216 2.3 2.5 -2.0
H 5.516730 0.039617 4.548585 -0.3 1.3 0.1
H 4.349065 0.180087 5.756578 -0.8 -0.2 0.2
H 5.305440 1.569490 5.589643 0.1 -0.1 -0.7
H 2.980689 1.705879 4.624974 -1.1 0.0 0.1
H 3.414473 0.588674 3.304420 -0.3 -0.4 0.1
H 5.063607 2.296617 2.955151 -0.8 0.1 0.1
C -2.702054 -1.732747 -6.007605 -1.5 -0.1 0.9
C -1.579348 -0.773587 -6.183519 -0.4 1.3 0.9
O -0.937682 -0.499886 -4.945666 0.8 0.0 0.3
H -2.350590 -2.708175 -5.568723 -0.4 0.9 -0.6
H -3.114710 -1.846310 -7.016323 -0.3 -0.5 0.3
H -3.508533 -1.282130 -5.324240 1.1 -0.8 -0.9
H -1.936467 0.217616 -6.545105 0.1 -0.7 -0.4
H -0.908188 -1.225075 -6.898424 0.8 0.3 0.0
H -1.470225 0.105297 -4.374147 0.0 -0.3 -0.4
C 2.573200 4.335170 -0.603807 -0.5 -0.1 -0.4
C 2.742995 2.865687 -0.921360 -0.4 0.9 1.5
O 3.441627 2.290570 0.208320 -0.1 -0.6 -0.4
H 1.858356 4.468329 0.210287 0.3 -0.1 0.2
H 2.126938 4.842912 -1.417856 -0.7 0.4 -1.1
H 3.475888 4.885062 -0.449146 0.8 0.0 0.5
H 3.320356 2.666283 -1.811475 0.2 0.0 -0.2
H 1.706843 2.505094 -1.040523 0.6 -0.5 0.1
H 3.265568 2.780909 1.025507 -0.2 0.0 -0.2
C 2.425472 0.280029 -3.709508 0.3 1.6 0.9
C 2.419557 -1.203285 -3.776888 0.2 -0.7 0.6
O 1.134965 -1.747244 -3.559941 -0.2 0.0 -0.1
H 1.892160 0.658492 -4.589456 -0.3 0.1 0.4
H 3.454708 0.606079 -3.870027 0.1 0.2 0.2
H 2.057783 0.779830 -2.760745 0.2 -0.8 -1.1
H 2.989151 -1.758856 -3.030530 0.7 0.6 -0.1
H 2.846832 -1.368233 -4.769449 -0.2 -0.9 -0.1
H 0.556044 -1.192445 -4.092594 -1.1 -0.1 -0.4
C 2.363121 -0.974009 -0.141586 -0.1 2.5 2.2
C 0.935236 -0.475513 0.112451 0.8 -1.3 2.1
O -0.046539 -0.762651 -0.858576 0.2 -0.7 -1.6
H 2.818545 -0.489599 -0.948964 0.5 0.1 -1.9
H 2.480913 -1.994470 -0.019404 0.0 -2.3 -0.7
H 3.059505 -0.607678 0.667646 -1.1 0.1 -0.2
H 0.931480 0.580179 0.324822 0.0 0.5 -0.1
H 0.654172 -0.999196 1.074736 -0.2 0.7 -0.9
H 0.310862 -1.167280 -1.689268 0.2 0.4 0.7
C -4.698272 -2.102599 -0.916471 1.4 -0.7 0.5
C -3.215292 -2.022404 -1.234299 0.2 -0.3 -1.5
O -2.709027 -0.707062 -0.994126 0.7 0.0 -0.1
H -5.206693 -1.358725 -1.442434 -0.9 1.3 -0.9
H -4.832138 -1.945055 0.120617 -0.2 0.5 1.3
H -5.171062 -3.054648 -1.091554 0.2 -0.5 -0.5
H -3.039185 -2.274898 -2.306915 -0.3 0.2 0.4
H -2.591440 -2.739788 -0.714111 -0.1 -0.3 0.6
H -1.702311 -0.767839 -1.053333 -1.2 0.3 0.6
C -2.368809 3.004420 -4.669261 0.9 1.4 1.9
C -3.239433 2.124153 -3.839013 1.0 -0.7 1.0
O -2.323053 1.135546 -3.229443 -0.7 0.8 0.0
H -1.430980 3.337197 -4.111925 -0.9 -0.9 -0.9
H -2.907414 3.920003 -4.737452 -0.5 0.9 -0.7
H -2.210055 2.593670 -5.625223 0.7 -0.4 -1.1
H -3.901301 1.588025 -4.475500 -0.8 -0.6 -0.5
H -3.864939 2.717563 -3.145344 0.6 -0.7 0.2
H -2.674340 0.692596 -2.439406 -0.4 -0.1 -0.1
C -4.034248 -2.259474 4.246057 1.1 0.6 -2.0
C -3.061288 -1.358556 3.433600 -1.7 0.8 -0.6
O -1.714643 -1.389027 3.774789 0.9 0.3 0.4
H -5.022167 -2.085551 3.805926 0.0 -0.3 0.5
H -3.958891 -2.087968 5.281486 -0.3 0.7 1.3
H -3.728885 -3.281834 4.143858 -0.1 -0.8 -0.4
H -3.383511 -0.291933 3.569487 0.4 -0.8 0.1
H -3.202386 -1.507111 2.330392 0.1 -0.3 0.7
H -1.305943 -2.258642 3.817336 -0.3 -0.2 0.0
C 0.679122 2.816081 2.299797 -1.3 0.0 0.9
C -0.257815 1.762938 2.923150 -0.7 -0.1 -1.7
O 0.502227 0.701335 3.425968 0.4 -1.4 0.1
H 1.156024 3.356002 3.149429 0.3 -0.4 -1.0
H 0.089175 3.537265 1.683756 0.5 -0.5 0.5
H 1.308663 2.204844 1.673051 0.8 0.4 -0.2
H -0.982414 1.431390 2.106498 0.6 0.2 1.0
H -0.789634 2.204103 3.730809 -0.9 0.5 0.6
H 0.013532 -0.159581 3.538646 0.1 1.4 -0.2



Record 2
82
Properties=species:S:1:pos:R:3:forces:R:3 method="wB97M-V/def2-TZVPD" homo_ev=-7.82 energy_ev=-154826.2481 orbital_gap_ev=6.86 multiplicity=1
K 0.459675 3.729067 2.831786 0.0 -0.3 -0.5
As -0.711172 2.046188 -0.524661 -1.8 -0.4 -3.2
F -1.439236 3.701825 -0.424587 0.9 -1.6 0.1
F -1.563217 1.643739 1.012453 1.2 0.3 -0.8
F -0.061925 0.357150 -0.757741 -0.2 1.9 1.0
F 0.078877 2.493070 -2.122060 -0.9 -0.5 2.2
F 0.668079 2.626139 0.336712 0.2 -0.3 0.4
F -2.117682 1.442182 -1.403653 0.7 0.6 0.6
C -4.364439 3.672695 1.875310 -1.5 -0.5 0.4
C -5.859646 3.392138 1.541946 0.7 -0.6 0.9
C -6.719027 4.481656 1.034223 -1.1 1.2 -0.2
C -6.075675 5.234879 0.004946 2.6 4.6 -5.0
N -5.547140 5.932829 -0.821372 -2.5 -3.5 4.0
H -3.914407 2.699208 2.069973 0.3 0.0 -0.6
H -4.327055 4.129820 2.864120 0.2 0.7 -0.2
H -3.887013 4.224034 1.065256 0.3 -0.1 0.3
H -6.410684 3.218018 2.466137 0.4 -1.4 0.1
H -5.919366 2.599788 0.795819 0.0 -0.4 0.4
H -7.081644 5.158818 1.807561 0.5 0.3 0.2
H -7.676608 4.100290 0.679676 0.1 -0.3 -0.4
C 4.192456 1.861246 -4.055286 -1.9 -1.4 1.6
C 2.586217 1.964151 -3.907055 1.8 0.3 -0.9
C 1.856507 0.646386 -4.333193 0.2 0.5 0.7
C 2.251247 0.017056 -5.576120 0.2 0.7 0.3
N 2.597852 -0.494737 -6.534962 0.3 -0.5 -0.9
H 4.777310 2.692623 -3.661762 -0.3 0.5 -0.9
H 4.483808 1.402436 -5.000113 0.2 0.7 -0.1
H 4.447245 1.116755 -3.301023 0.2 -0.5 0.0
H 2.296760 2.840385 -4.487160 -0.5 -0.3 -0.2
H 2.314667 2.199320 -2.877948 0.0 -0.2 -0.1
H 0.773674 0.762065 -4.379932 0.0 0.2 0.3
H 2.076223 -0.113773 -3.583546 -0.1 0.1 0.3
C 4.595259 -0.360158 1.569481 0.8 2.0 2.1
C 5.125153 0.800446 0.634703 -0.8 -1.1 0.0
C 5.429537 2.017106 1.498632 -0.2 -0.3 0.7
S 4.063984 2.152649 2.670615 0.6 -1.4 2.9
O 2.940456 2.978568 2.237752 0.5 -0.2 -0.3
O 4.606948 2.459039 4.013530 -0.7 -0.3 -1.9
C 3.572634 0.350571 2.579612 -0.2 0.2 -2.5
H 5.441335 -0.640058 2.197121 0.3 -0.1 0.0
H 4.326775 -1.308784 1.104584 -0.8 0.5 -0.3
H 4.364465 1.025886 -0.112717 0.2 0.0 -0.2
H 6.029551 0.382377 0.192683 0.0 0.5 -0.4
H 5.629098 3.018062 1.116066 -0.1 -0.3 -0.6
H 6.255447 1.723317 2.146450 0.0 0.3 0.2
H 2.668743 0.448084 1.978302 -0.4 -0.1 0.3
H 3.305003 -0.107214 3.531934 0.5 0.2 0.0
C -4.131468 -2.157367 -0.426792 -0.4 0.4 1.9
C -4.037226 -3.202777 -1.538513 0.2 1.2 0.2
C -3.295739 -4.482930 -1.089491 -0.7 0.9 0.1
S -2.439637 -4.159916 0.521375 2.0 2.1 -2.7
O -0.951765 -4.317611 0.379692 -2.9 0.1 0.5
O -3.141719 -4.880126 1.545447 0.0 0.2 0.4
C -2.854838 -2.260114 0.444753 0.3 -1.1 -0.4
H -4.969067 -2.118482 0.269641 -0.5 -1.3 0.0
H -4.369748 -1.202976 -0.896322 1.2 0.4 -0.1
H -3.506784 -2.637518 -2.304812 0.6 -0.5 -0.2
H -5.015414 -3.295572 -2.010364 -0.1 -0.8 0.3
H -2.555454 -4.706236 -1.857754 -0.2 -0.8 0.4
H -4.085195 -5.185423 -0.822336 0.6 -0.7 -0.4
H -2.061624 -1.722270 -0.074506 0.5 -0.5 0.2
H -2.819621 -2.024498 1.508401 -0.6 0.5 -0.2
N 1.255471 -3.372972 -1.239888 -0.6 1.9 1.8
C 1.412104 -2.339966 -2.156752 -4.3 1.0 4.1
C 2.282097 -2.746248 -2.998977 3.0 1.4 -5.0
C 2.803547 -3.926575 -2.604077 2.3 -3.9 0.8
C 2.211719 -4.299675 -1.417274 -0.5 -0.3 -1.1
H 0.735216 -3.315689 -0.376092 -0.2 0.1 -0.3
H 0.907400 -1.389698 -2.063610 -0.3 -0.3 0.0
H 2.542957 -2.199602 -3.893143 0.2 -0.1 0.0
H 3.534510 -4.535753 -3.114944 0.1 0.2 -0.1
H 2.209286 -5.165598 -0.771846 0.4 0.0 -0.3
N 0.145610 -2.507378 4.132257 1.4 -2.3 1.3
C 0.060425 -2.294516 2.821430 -2.0 1.8 -1.6
C -0.313337 -0.915186 2.677005 1.6 -2.0 0.3
C -0.100889 -0.367833 3.961261 -0.6 0.5 -0.2
C 0.160494 -1.395627 4.853850 -0.4 2.3 0.5
H 0.233585 -3.406572 4.583686 0.2 0.0 -0.4
H 0.136585 -3.124051 2.134070 -0.3 0.2 -0.1
H -0.644364 -0.375354 1.802128 0.4 -0.2 -0.1
H -0.197634 0.697727 4.108301 0.0 -0.1 0.6
H 0.321470 -1.382953 5.921706 -0.1 -0.1 -0.2



Record 3
14
Properties=species:S:1:pos:R:3:forces:R:3 method="wB97M-V/def2-TZVPD" homo_ev=-8.01 relative_energy_kj_mol=594.86 energy_ev=-8725.5141 orbital_gap_ev=8.95 multiplicity=1
C -1.848679 -0.874559 1.019009 -0.5 0.3 0.6
N -0.962086 -0.936290 -0.110454 -0.6 -0.2 -0.6
C 0.313232 -0.516625 -0.077317 -0.9 -0.1 -0.4
N 1.169501 -0.876912 -0.965747 0.0 0.7 1.4
N 2.046950 -0.076651 -1.451567 -0.5 -0.5 -0.1
C 1.480034 1.656499 -0.353196 -0.5 0.3 1.0
C 0.413969 1.535691 0.320996 2.0 -0.2 -0.6
H -1.297960 -1.142735 1.928409 -0.2 0.0 -0.2
H -2.279412 0.132094 1.163710 0.2 -0.1 0.0
H -2.718706 -1.551298 0.898949 0.7 0.2 0.0
H -1.417279 -0.823456 -1.013957 0.1 -0.2 0.3
H 2.842119 -0.697766 -1.725132 -0.3 1.0 0.2
H 2.417773 2.004263 -0.708642 -0.2 0.5 0.0
H -0.159455 2.167745 1.074942 0.7 -1.5 -1.4



Record 4
70
Properties=species:S:1:pos:R:3:forces:R:3 method="wB97M-V/def2-TZVPD" homo_ev="-13.49 / -13.63" relative_energy_kj_mol=0.00 energy_ev=-61201.1022 orbital_gap_ev="6.70 / 7.04" charge=+2 multiplicity=2 s2=0.972
Re 0.327055 -1.070461 0.648986 -0.3 0.2 -0.6
C -2.846200 -3.824656 1.295726 0.0 0.0 0.0
C -1.714691 -2.926556 1.677453 -0.1 0.0 0.1
O -0.976440 -2.506493 0.682158 0.2 -0.1 0.0
C -1.439673 -2.628747 2.990179 0.1 0.1 0.0
C -0.260755 -2.010364 3.435674 -0.2 -0.1 0.1
C 0.062875 -1.995751 4.890297 0.0 0.0 0.0
N 0.606176 -1.489582 2.562625 0.2 -0.1 0.5
N 1.853422 -1.187441 3.098057 0.0 0.1 0.0
C 2.664840 -0.890688 2.149423 0.0 0.0 0.0
O 2.194114 -0.970851 0.874076 0.0 -0.1 0.0
C 4.047036 -0.465547 2.333524 0.0 0.0 0.0
C 4.904162 -0.384984 1.236220 0.0 0.0 0.0
C 6.217504 0.011611 1.420650 0.0 0.0 0.0
C 6.675813 0.326933 2.692487 0.0 0.0 0.0
C 5.822132 0.244507 3.786556 0.0 0.0 0.0
C 4.509396 -0.151206 3.612545 0.0 0.0 0.0
H -2.659897 -4.832144 1.670521 0.0 0.0 0.0
H -2.953404 -3.869879 0.215071 0.0 0.0 0.0
H -3.775564 -3.480801 1.750413 0.0 0.0 0.0
H -2.098550 -3.040922 3.740160 0.0 0.0 0.0
H -0.772990 -2.374295 5.470709 0.0 0.0 0.0
H 0.314883 -0.984387 5.208536 0.0 0.0 0.0
H 0.944989 -2.608612 5.079655 0.0 0.0 0.0
H 4.548160 -0.649645 0.249727 0.0 0.0 0.0
H 6.888177 0.065806 0.574114 0.0 0.0 0.0
H 7.703134 0.634435 2.833999 0.0 0.0 0.0
H 6.184572 0.488294 4.775637 0.0 0.0 0.0
H 3.837269 -0.218664 4.457030 0.0 0.0 0.0
C 0.820478 -0.989302 -4.450089 0.0 0.0 0.0
N -0.174049 -0.102003 -3.823555 0.0 0.0 0.1
C -1.143724 0.489042 -4.752145 0.0 0.0 0.0
P 0.160649 0.469008 -2.354828 0.0 0.2 -0.1
O 0.532515 -0.594782 -1.353646 0.1 -0.1 -0.1
O -1.252534 1.106136 -1.851257 0.0 0.0 0.0
P -2.107151 0.874003 -0.510943 -0.1 0.0 -0.1
O -1.157252 0.260390 0.527384 0.1 0.0 0.1
N -3.362260 -0.029031 -0.972706 0.1 0.1 0.1
C -3.297170 -1.024330 -2.047894 0.0 0.0 0.0
C -4.470538 -0.247453 -0.030015 0.0 0.0 0.0
N -2.648818 2.259117 0.091693 0.1 0.0 -0.1
C -3.699767 3.019777 -0.601996 0.0 0.0 0.0
C -1.880826 3.047625 1.065204 0.0 0.0 0.0
N 1.304834 1.616490 -2.382820 -0.2 -0.1 0.0
C 1.357176 2.580598 -3.490003 0.0 0.0 0.0
C 1.916814 2.081839 -1.133963 0.0 0.0 0.0
H 1.434314 -0.440345 -5.166398 0.0 0.0 0.0
H 0.295481 -1.789833 -4.969324 0.0 0.0 0.0
H 1.462776 -1.431911 -3.691408 0.0 0.0 0.0
H -0.634728 1.046468 -5.540726 0.0 0.0 0.0
H -1.819600 1.161975 -4.231270 0.0 0.0 0.0
H -1.723878 -0.308528 -5.216866 0.0 0.0 0.0
H -2.585992 -0.724443 -2.809891 0.0 0.0 0.0
H -4.282704 -1.098411 -2.505638 0.0 0.0 0.0
H -3.012139 -2.004532 -1.659994 0.0 0.0 0.0
H -4.447386 0.489529 0.768931 0.0 0.0 0.0
H -4.406764 -1.246422 0.404909 0.0 0.0 0.0
H -5.414816 -0.157527 -0.566188 0.0 0.0 0.0
H -4.265907 2.371115 -1.265212 0.0 0.0 0.0
H -3.265286 3.834404 -1.183095 0.0 0.0 0.0
H -4.375836 3.439510 0.141679 0.0 0.0 0.0
H -1.193554 2.410537 1.613308 0.0 0.0 0.0
H -2.578834 3.496282 1.770524 0.0 0.0 0.0
H -1.328988 3.846257 0.566246 0.0 0.0 0.0
H 1.001930 2.119998 -4.407720 0.0 0.0 0.0
H 2.393478 2.877964 -3.640166 0.0 0.0 0.0
H 0.761107 3.471200 -3.280136 0.0 0.0 0.0
H 2.150227 1.236699 -0.489271 0.0 0.0 0.0
H 1.277144 2.794929 -0.605674 0.0 0.0 0.0
H 2.854018 2.579029 -1.377221 0.0 0.0 0.0